# 1
Entry from the OMol25 dataset: a structure of composition C25H52MoN2O2P2 in a non-equilibrium geometry (ωB97M-V with the def2-TZVPD basis set).

Geometry as XYZ:
```
84
Properties=species:S:1:pos:R:3:forces:R:3:mulliken_spin:R:1
Mo 0.325147 0.621415 0.127431 -2.12 -7.52 -1.72 1.235
C 0.456666 2.011109 1.449759 0.89 6.11 5.45 -0.116
O 0.608104 2.797806 2.282217 -0.60 -2.61 -2.54 0.134
C 0.086719 -1.266680 -1.115699 2.51 -2.34 -5.14 -0.173
O 0.026586 -2.125693 -1.991332 0.33 3.13 2.63 0.006
P 2.615800 0.644543 -0.592311 3.32 -0.13 0.18 -0.088
C 3.652896 -0.683621 0.237382 -0.18 -0.01 0.00 0.005
H 4.662638 -0.548404 -0.176258 -0.39 0.08 0.03 -0.004
C 3.032081 0.540798 -2.380391 -0.71 -0.48 -0.77 0.026
H 2.311744 -0.209990 -2.756476 0.27 0.21 -0.05 -0.003
C 3.377443 2.219092 0.013753 -0.20 0.14 0.51 0.029
H 3.192210 2.192772 1.102435 0.15 -0.02 -0.24 -0.007
C -2.845723 2.397862 1.102135 0.90 2.11 0.38 0.151
P -2.373966 0.597749 0.515133 -2.88 -1.66 0.64 0.053
H -4.006687 -0.510058 1.800495 -0.12 0.17 0.19 0.001
H -2.217378 2.504610 1.999949 -0.08 -0.31 -0.25 -0.008
C -3.640965 0.321624 -0.877874 0.34 0.34 -0.01 0.016
H -4.502537 0.894304 -0.522797 0.03 0.06 -0.29 -0.002
C 2.819704 1.844840 -3.162790 -0.24 0.25 -0.35 0.000
H 3.746819 2.437666 -3.209929 -0.39 -0.18 0.14 0.000
H 2.021140 2.477227 -2.765263 0.08 -0.13 -0.24 0.001
H 2.549574 1.600356 -4.199387 0.17 0.01 0.28 0.001
C 4.459545 0.014552 -2.628434 0.33 -0.29 0.26 0.002
H 4.803253 0.357439 -3.614597 -0.23 -0.13 0.24 0.000
H 4.495191 -1.081296 -2.621986 0.09 0.27 0.02 0.000
H 5.175416 0.397622 -1.888971 -0.15 -0.14 -0.44 0.000
C 4.892742 2.319201 -0.217250 0.23 0.06 -0.04 0.013
H 5.452514 1.448896 0.147244 -0.11 0.26 -0.08 0.000
H 5.262315 3.195222 0.337205 -0.15 -0.22 -0.11 0.003
H 5.132334 2.492651 -1.275859 -0.09 -0.11 0.35 0.001
C 2.659829 3.437748 -0.569963 0.26 0.66 0.39 0.000
H 2.707361 4.257972 0.160291 -0.04 -0.14 -0.24 0.001
H 1.593762 3.254774 -0.780787 -0.10 0.09 -0.09 -0.003
H 3.148682 3.790654 -1.490261 -0.40 -0.15 0.37 0.000
C 3.719951 -0.506572 1.762210 0.14 0.08 0.08 0.006
H 4.574811 0.120564 2.058953 -0.39 -0.20 -0.01 0.001
H 3.839089 -1.487961 2.247226 0.06 0.35 -0.11 0.001
H 2.808064 -0.038912 2.166939 0.22 -0.08 0.11 0.004
C 3.176356 -2.077955 -0.147482 -0.17 -0.22 -0.22 0.003
H 2.208569 -2.288158 0.322598 0.29 0.11 -0.19 -0.004
H 3.884200 -2.834300 0.229785 -0.23 0.24 -0.19 -0.001
H 3.046596 -2.223389 -1.227396 0.19 0.02 0.18 -0.001
C -4.317033 2.520599 1.480852 -0.47 -0.80 -0.60 0.030
H -4.765356 1.608301 1.898350 0.04 0.36 0.00 0.005
H -4.915710 2.855797 0.621927 0.15 -0.20 0.22 0.000
H -4.391869 3.306201 2.247381 0.24 -0.15 0.00 0.019
C -2.432562 3.428082 0.067160 0.07 -0.06 -0.14 0.018
H -2.974359 3.301128 -0.880095 0.12 0.23 0.37 0.003
C -2.364709 -1.790340 1.971526 -0.49 -1.59 -0.47 -0.063
H -1.349736 3.419166 -0.129255 -0.23 0.10 -0.01 0.000
H -2.691413 4.417979 0.469583 0.06 -0.14 -0.12 0.013
C -2.612046 0.213585 3.301951 -0.36 0.42 0.82 0.002
H -1.409770 -1.897082 2.470985 -0.11 0.09 0.63 -0.005
H -3.046269 -2.581091 2.243320 -0.47 0.11 1.43 0.005
H -2.245102 -2.142054 0.973950 -0.49 -0.31 0.57 0.053
C -2.930142 -0.419001 1.956837 -0.36 0.53 0.88 0.007
H -2.544019 -0.571659 4.074462 -0.11 0.42 -0.29 0.000
H -3.397077 0.906560 3.618731 0.30 0.02 0.08 -0.002
H -1.650813 0.747878 3.298444 -0.10 -0.11 0.07 -0.003
C -4.035488 -1.137060 -1.045405 -0.46 -0.82 -0.15 0.039
H -3.246080 -1.779553 -1.421132 -0.09 0.46 -0.17 -0.041
H -4.732314 -1.273998 -1.872193 -0.81 0.44 0.43 -0.003
H -4.348016 -1.626643 -0.111190 -0.48 0.28 -0.42 -0.001
C -3.085714 0.862840 -2.205731 -0.27 0.37 -0.20 0.001
H -2.669516 1.876352 -2.131783 -0.17 -0.31 -0.14 0.000
H -3.938628 0.890171 -2.899345 0.37 0.12 -0.05 0.003
H -2.318823 0.227950 -2.701039 -0.30 0.05 0.27 0.000
H 0.118346 -0.450419 1.665255 1.24 1.48 -0.14 -0.022
H 0.993312 -0.463982 1.404069 0.21 0.80 0.25 -0.048
C -2.864226 -4.084535 -1.386456 -0.17 -0.28 -0.49 0.012
C -1.784378 -3.461716 -0.776692 -1.86 1.79 -1.64 0.572
C -0.843840 -3.705976 0.065497 2.51 -0.97 2.53 0.051
C -0.117190 -2.780647 0.780329 -0.98 -0.59 -0.24 -0.025
N -0.439689 -1.576344 0.233069 -0.57 5.90 -1.28 0.002
N -1.816947 -1.021804 -0.231264 3.75 -0.12 -2.39 -0.068
C 0.800993 -3.069699 1.911664 0.68 -0.67 0.69 0.000
H -2.393775 -5.013375 -1.653302 -0.05 -1.36 -0.47 0.036
H -3.649780 -4.275201 -0.668639 -0.41 -0.22 0.43 -0.001
H -3.280009 -3.655911 -2.274704 -0.18 0.40 -0.61 0.026
H -0.705154 -4.694413 0.331806 0.40 -2.47 0.54 0.044
H -1.738539 -0.694626 -1.294018 0.26 -1.23 1.93 0.058
H 0.262235 -3.634300 2.698691 -0.22 0.18 -0.39 0.000
H 1.566126 -3.804315 1.591099 -0.38 0.20 -0.08 -0.003
H 1.366482 -2.284924 2.455662 -0.66 -0.03 -0.75 0.000
```
Positions in Å, forces in eV/Å.

The net charge is +4. The calculation puts the HOMO-LUMO gap (alpha / beta) at 5.6 / 5.4 eV. The LUMO energy (alpha / beta) is -15.35 / -15.79 eV. As for the spin multiplicity: 3. The HOMO energy (alpha / beta) comes out at -20.9 / -21.2 eV.

---

# 2
Entry from the OMol25 dataset: a cluster of 2 separate species, C25H53BF4NO5SSi in total in a non-equilibrium geometry (ωB97M-V with the def2-TZVPD basis set).

Geometry as XYZ:
```
91
Properties=species:S:1:pos:R:3:forces:R:3:lowdin_charge:R:1
C -6.579220 3.454782 -1.520387 -0.23 0.39 0.34 -0.120
C -6.281724 3.157405 -0.034886 0.10 0.08 -0.97 -0.256
C -5.042120 2.250669 0.089020 -0.38 0.12 0.34 -0.228
C -5.377001 0.755014 0.088831 0.19 0.36 -0.31 -0.217
C -4.148565 -0.136446 -0.121215 -0.04 0.50 0.55 -0.208
C -3.141537 0.062328 1.029337 -0.31 -1.08 -0.76 -0.188
C -1.971678 -0.957773 0.989010 -0.15 0.73 1.09 -0.109
C -0.567227 -0.306815 1.047732 -0.05 -1.12 -1.52 -0.275
O 0.207910 -1.046113 1.999762 0.24 0.99 0.06 -0.125
C 0.613238 -0.360584 3.164025 0.56 -0.51 0.99 -0.747
S 1.771379 1.049522 2.816542 -0.19 0.24 -0.11 0.871
C 1.457267 -1.398064 3.940609 -0.14 0.20 -0.23 -0.267
O 2.524343 -1.849440 3.134903 -0.24 -0.41 0.69 -0.127
C 2.715622 -3.246115 3.153876 0.44 -0.24 -0.92 -0.182
C 4.191563 -3.645099 3.222257 -0.15 -0.43 -0.32 -0.205
O 5.024813 -2.808004 2.446354 0.04 -0.27 0.42 -0.139
C 5.825415 -3.557341 1.541959 0.52 0.34 -0.23 -0.277
C 6.919828 -2.640884 0.962142 -1.11 -0.31 0.06 -0.058
Si -0.806731 0.157141 4.348635 -0.31 0.91 0.81 0.589
C -0.085107 0.554129 6.080910 -0.17 0.22 -0.40 -0.171
C -1.641737 1.783367 3.789843 0.20 -0.27 0.34 -0.172
C -2.079761 -1.229550 4.629343 0.52 0.38 -0.93 -0.158
C 0.142157 -0.502871 -0.325646 -0.60 0.03 0.14 -0.296
C -0.737978 -0.138386 -1.535138 0.39 -0.26 -0.63 -0.109
C -0.002898 -0.454510 -2.863907 -0.70 0.11 -0.50 -0.158
N 0.541702 0.735914 -3.528637 -0.49 -0.56 0.22 -0.117
C -0.381507 1.329405 -4.494171 0.60 1.36 -0.13 -0.220
C -0.100124 2.864629 -4.578598 0.12 -0.55 -0.10 -0.063
C 1.858323 0.519638 -4.074854 -1.44 -1.25 -1.79 -0.490
C 2.069620 -0.336082 -5.319590 0.11 -0.14 0.43 0.021
O 2.782088 1.036450 -3.579232 2.30 1.49 1.70 0.151
O 1.409653 0.111945 -0.383463 -0.29 0.10 0.00 -0.127
C 1.390542 1.524765 -0.535981 0.44 0.61 0.32 -0.114
H -7.252078 4.312017 -1.623579 -0.04 -0.10 0.05 0.063
H -5.653095 3.734100 -2.026671 -0.07 -0.15 -0.13 0.068
H -7.061121 2.620098 -2.031994 0.24 -0.08 -0.03 0.066
H -6.101590 4.115295 0.457802 0.00 -0.10 0.11 0.097
H -7.180252 2.713717 0.404308 0.20 -0.06 0.24 0.102
H -4.383001 2.452127 -0.762970 0.06 0.05 0.11 0.109
H -4.502287 2.549138 0.991702 0.10 -0.26 -0.02 0.101
H -5.853407 0.485046 1.037219 -0.07 0.00 -0.05 0.112
H -6.112087 0.598838 -0.708535 0.02 -0.20 0.06 0.108
H -3.639864 0.103173 -1.058922 -0.24 -0.10 -0.12 0.100
H -4.490788 -1.175113 -0.141402 0.24 -0.05 -0.11 0.114
H -2.763164 1.082773 1.018594 -0.04 0.04 0.11 0.097
H -3.719875 -0.114355 1.941811 0.18 0.36 0.17 0.099
H -2.059894 -1.669840 0.169187 0.03 0.14 -0.11 0.111
H -2.059088 -1.561679 1.895171 0.13 -0.07 -0.08 0.096
H -0.606726 0.769811 1.222375 0.02 -0.10 0.57 0.115
H 1.384666 1.897844 3.800716 -0.14 -0.32 -0.21 -0.129
H 1.891512 -0.960485 4.843539 -0.27 0.15 0.00 0.108
H 0.768822 -2.200195 4.247297 0.26 -0.20 -0.18 0.117
H 2.329387 -3.642142 2.203122 -0.14 0.04 0.12 0.131
H 2.199503 -3.767137 3.968576 -0.09 0.24 0.04 0.122
H 4.547132 -3.767972 4.254461 0.12 0.52 -0.04 0.123
H 4.237796 -4.654063 2.788575 -0.15 -0.06 0.20 0.113
H 5.163477 -3.944573 0.757677 0.20 -0.15 -0.03 0.121
H 6.326651 -4.401560 2.034755 -0.31 0.01 0.21 0.110
H 7.035005 -1.813318 1.660936 0.26 0.01 -0.10 0.077
H 6.564109 -2.264433 0.004273 0.33 0.23 0.00 0.074
H 7.846751 -3.194791 0.836859 0.08 0.14 -0.07 0.066
H 1.005080 0.588739 6.099468 -0.06 -0.19 0.18 0.019
H -0.489262 -0.135976 6.823434 0.34 -0.18 -0.01 0.024
H -0.429064 1.543818 6.396326 0.00 -0.01 -0.12 0.022
H -1.546032 2.520398 4.592568 0.02 -0.10 0.03 0.022
H -1.146582 2.230905 2.926643 -0.27 -0.12 -0.17 0.019
H -2.713690 1.638792 3.638463 0.09 0.07 -0.33 0.021
H -1.662149 -2.148667 4.206993 -0.16 -0.12 0.27 0.029
H -2.971610 -0.990488 4.045555 -0.11 -0.12 0.17 0.014
H -2.324772 -1.344831 5.681705 -0.03 -0.07 -0.01 0.026
H 0.329363 -1.582643 -0.383112 0.15 0.07 -0.01 0.162
H -1.656171 -0.723016 -1.579149 0.08 -0.09 0.40 0.091
H -1.059971 0.906436 -1.543916 0.18 0.06 0.08 0.119
H -0.736849 -0.902998 -3.553679 0.06 -0.11 0.14 0.115
H 0.751138 -1.231249 -2.721187 0.22 0.25 0.17 0.132
H -1.411216 1.219030 -4.155744 0.07 -0.43 0.00 0.108
H -0.256129 0.913132 -5.502581 -0.27 -0.29 0.17 0.106
H -0.921957 3.419339 -4.124807 0.11 0.16 -0.10 0.059
H 0.819409 3.079915 -4.035863 -0.07 0.06 0.10 0.067
H 0.073840 3.195458 -5.603916 -0.27 0.04 0.02 0.067
H 3.134821 -0.539284 -5.402113 0.02 0.11 -0.07 0.081
H 1.798221 0.215239 -6.221175 -0.19 -0.20 0.00 0.090
H 1.569659 -1.306280 -5.248060 -0.32 0.23 -0.21 0.084
H 2.134278 1.941903 0.145713 0.00 -0.13 0.01 0.056
H 0.437032 1.985811 -0.256308 -0.05 -0.17 -0.02 0.086
H 1.659417 1.852418 -1.540282 -0.18 -0.37 -0.11 0.068
B 5.254818 -0.275100 -8.090809 0.08 0.05 -0.05 -1.238
F 4.497576 0.911054 -8.230067 0.00 -0.08 0.02 0.060
F 4.476042 -1.244349 -7.412425 -0.03 0.01 0.02 0.059
F 5.605086 -0.765305 -9.367130 -0.05 0.02 0.08 0.064
F 6.422630 -0.007547 -7.348816 -0.09 -0.03 -0.04 0.069
```
Positions in Å, forces in eV/Å.

The net charge is -1. The calculation puts the HOMO-LUMO gap at 8.4 eV. The LUMO energy is 1.79 eV. The HOMO energy comes out at -6.7 eV.

---

In the order shown, the computed E_tot values come out to -54219.5569, -68777.9877 eV.